(1)
The following is a DFT calculation (ωB97M-V/def2-TZVPD) of C22H23FeN4O3 as an isolated structure at a distorted geometry.

Each line ends with the Mulliken charge.
Atoms and positions in Å:
O  1.33343  0.13389  -1.03229  -0.221
C  1.35969  0.88645  -1.93559  0.357
Fe  1.73079  2.36633  -2.92041  0.072
C  2.34129  3.27006  -1.54525  0.309
O  2.53655  3.72730  -0.48605  -0.287
C  3.14302  1.90163  -3.85415  0.294
O  4.19765  1.58722  -4.24564  -0.262
C  -2.54965  1.56724  -0.60228  0.626
C  -2.17886  0.96424  -2.04555  -0.894
C  -0.97795  1.51911  -2.70424  -1.220
C  -0.46670  2.81496  -2.45694  -0.160
C  -0.86737  3.36422  -1.15858  -0.548
C  -1.69451  2.74146  -0.27801  -1.111
H  -3.64324  1.80671  -0.63383  0.312
H  -2.12162  -0.13698  -1.93657  0.393
H  -3.06115  1.10317  -2.71330  0.411
H  -0.69519  1.05290  -3.64658  0.473
H  -0.38363  3.56391  -3.27067  0.590
H  -0.41813  4.31598  -0.87008  0.505
H  -1.74919  3.06339  0.79050  0.380
C  5.30538  -3.89769  -0.07295  -0.394
C  5.16628  -2.88211  0.88710  -0.668
C  3.89830  -2.42734  1.24719  -0.466
C  2.73634  -2.93659  0.60557  0.524
C  1.42698  -2.34691  0.85513  0.156
C  1.01861  -1.53798  1.89234  0.000
N  -0.20612  -1.07318  1.54798  0.701
C  -1.22238  -0.44990  2.38456  -1.504
C  -1.82333  0.86076  1.82028  0.082
C  -3.07738  1.25608  2.61053  -0.793
C  -4.27747  0.88709  1.69803  -0.497
C  -3.75540  -0.07029  0.63418  -0.797
N  -2.35468  0.49754  0.39447  0.606
N  -0.57269  -1.62556  0.34041  -0.165
N  0.39921  -2.40522  -0.06146  -0.942
C  2.89447  -3.96167  -0.35639  -0.324
C  4.16169  -4.43861  -0.68976  -0.540
H  6.29912  -4.26629  -0.34071  0.373
H  6.05535  -2.44596  1.35136  0.372
H  3.78364  -1.65100  2.00643  0.229
H  1.53724  -1.27132  2.80800  0.452
H  -2.05362  -1.17018  2.57029  0.359
H  -0.74132  -0.26018  3.35709  0.365
H  -1.05444  1.65589  1.79991  0.627
H  -3.12517  0.70522  3.57383  0.414
H  -3.09584  2.33176  2.85639  0.318
H  -5.11606  0.44689  2.24654  0.442
H  -4.64771  1.82013  1.22655  0.263
H  -3.59906  -1.11826  0.93136  0.380
H  -4.32845  0.00217  -0.30596  0.465
H  -1.73180  -0.24587  0.00135  0.155
H  2.00094  -4.36460  -0.83802  0.414
H  4.26410  -5.23001  -1.43614  0.373

## Properties
F_max in eV Å⁻¹: 7.21
Spin multiplicity: 5
Energy relative to the best compared isomer or geometry (same formula, charge and spin) in kcal/mol: 0.0
Charge: +1
Highest occupied orbital energy (alpha / beta) in eV: -8.9 / -10.9
Molecular weight in g/mol: 447.3
Expectation value of S²: 6.05

***

(2)
The following is a DFT calculation (ωB97M-V/def2-TZVPD) of C22H23MoNO3P as an isolated structure.

Each line ends with the Mulliken charge.
Atoms and positions in Å:
Mo  0.08586  0.71688  0.53360  0.352
O  1.81735  0.10949  -0.36931  -0.384
C  2.24805  -1.13305  0.36066  -0.494
C  2.85822  -0.69725  1.67624  -0.582
C  2.00687  0.30938  2.46753  0.115
C  0.73112  -0.15909  3.12753  0.617
C  0.67719  -0.85023  4.31813  -0.683
C  -0.56809  -1.18156  4.84443  -0.349
C  -1.72756  -0.81938  4.16305  -0.857
C  -1.61858  -0.15306  2.96371  -0.196
N  -0.40361  0.16691  2.46386  0.221
H  2.06316  0.12683  -1.31086  0.267
H  2.94363  -1.65408  -0.29370  0.491
H  1.35011  -1.75275  0.47139  0.338
H  3.83889  -0.25736  1.49534  0.436
H  3.02536  -1.59995  2.26980  0.396
H  1.79614  1.22612  1.83984  -0.440
H  2.63444  0.78294  3.22709  0.574
H  1.58949  -1.10691  4.84079  0.555
H  -0.63533  -1.71593  5.78375  0.485
H  -2.70598  -1.06333  4.55302  0.489
H  -2.48507  0.12495  2.37675  0.491
O  -3.61826  1.21942  -0.16906  -0.318
C  -2.53920  1.53001  -0.47341  0.203
O  -1.47085  0.49430  -0.35946  -0.575
C  -1.92528  2.82668  -0.90922  -0.719
P  -0.40937  3.09854  0.08982  1.077
C  -0.81789  3.82150  1.66487  1.165
C  -2.11538  3.73885  2.18411  -0.441
C  -2.37784  4.28379  3.42975  -0.890
C  -1.36022  4.89972  4.15225  -0.535
C  -0.07168  4.98282  3.63221  -0.806
C  0.20709  4.44431  2.38882  -0.398
C  0.82407  3.91301  -0.89359  0.807
C  0.42458  4.80930  -1.89126  -0.618
C  1.38620  5.47566  -2.63060  -0.829
C  2.73536  5.25166  -2.37962  -0.529
C  3.13442  4.36516  -1.38391  -0.940
C  2.18321  3.69345  -0.63740  0.092
H  -2.65275  3.63635  -0.83917  0.562
H  -1.61649  2.71855  -1.95438  0.532
H  -2.93167  3.30156  1.62011  0.366
H  -3.38371  4.25461  3.82631  0.491
H  -1.57748  5.33859  5.11706  0.459
H  0.70530  5.49123  4.18671  0.472
H  1.19885  4.54971  1.96381  0.479
H  -0.62359  5.00118  -2.08749  0.427
H  1.08419  6.17210  -3.40070  0.456
H  3.48190  5.77415  -2.96268  0.447
H  4.18677  4.20628  -1.19216  0.470
H  2.49964  3.01532  0.15022  0.251

## Properties
F_max in eV Å⁻¹: 0.59
Spin multiplicity: 3
Charge: +3
Highest occupied orbital energy (alpha / beta) in eV: -18.2 / -18.2
Molecular weight in g/mol: 476.3
Expectation value of S²: 2.02

***

(3)
The following is a DFT calculation (ωB97M-V/def2-TZVPD) of one molecule with the formula C22H23N3O5 at a distorted geometry.

Each line ends with the Mulliken charge.
Atoms and positions in Å:
C  6.19603  2.36540  0.32064  -0.746
O  5.07965  3.11214  0.43699  -0.330
C  3.87224  2.42003  -0.21191  -0.314
C  3.39410  0.92931  0.26542  -1.531
N  2.16511  0.49225  -0.23134  0.370
C  2.25554  -0.32845  -1.20342  0.933
O  3.38050  -0.58626  -1.92749  -0.734
C  0.95251  -0.53683  -2.12725  -1.468
O  -0.14339  -0.74367  -1.22480  -0.381
C  -0.00238  -2.22782  -0.58508  0.308
C  1.09018  -2.81515  -0.41931  0.095
C  0.98322  -4.14219  0.05733  -1.194
C  -0.24458  -4.57982  0.93622  0.969
C  -0.16157  -5.95229  1.65955  -1.135
C  -1.22840  -3.85668  0.84008  -0.784
C  -1.24195  -2.49730  0.26123  -0.120
C  -2.32529  -1.50483  0.13030  0.026
O  -3.56956  -2.04059  0.17711  -0.722
C  -2.28894  -0.16158  0.30695  0.821
C  -1.12886  0.20421  1.07494  -0.758
C  -0.94082  1.77131  1.18806  0.441
C  0.02094  2.25794  1.96543  -0.012
N  1.08572  2.63926  2.43784  -0.657
C  -2.06807  2.71860  0.82560  0.136
O  -1.93944  4.04958  0.45024  -0.713
N  -3.11634  2.14786  0.09171  0.139
C  -4.11328  3.01684  -0.52881  -0.187
C  -4.89791  2.55528  -1.86721  -0.600
C  -5.54353  2.56690  -0.40215  -0.738
C  -3.32218  0.80043  0.08248  -0.580
H  7.07285  3.01795  0.61589  0.254
H  6.33306  2.23636  -0.88566  0.248
H  6.39106  1.46803  0.66278  0.372
H  2.87867  3.24826  -0.02575  0.140
H  4.05678  2.35254  -1.30369  0.386
H  3.24795  1.10002  1.50867  0.257
H  4.19636  0.46273  0.21326  0.988
H  1.39686  0.84458  -0.00312  -0.072
H  0.70044  0.25980  -2.61368  0.738
H  1.10925  -1.19755  -2.70443  0.707
H  2.14803  -2.68760  -0.95079  0.261
H  1.75698  -4.70672  0.11593  0.668
H  0.06371  -5.73145  2.73127  0.302
H  -1.37059  -6.24312  1.64084  0.280
H  0.25988  -6.76898  0.96668  0.361
H  -2.31077  -3.85353  1.34888  0.190
H  -0.35914  -0.09856  1.48584  1.117
H  -3.84876  3.95590  -0.02334  0.665
H  -5.04262  3.59755  -2.37640  0.277
H  -4.61332  1.65991  -2.41739  0.280
H  -6.30542  3.17613  -0.20473  0.410
H  -5.86969  1.49613  -0.01088  0.171
H  -4.09084  0.33772  -0.54952  0.464

## Properties
SMILES string: COCCNC(=O)COc1ccc(C)cc1C(=O)c1cc(C#N)c(=O)n(C2CC2)c1
F_max in eV Å⁻¹: 15.77
Energy relative to the best compared isomer or geometry (same formula, charge and spin) in kcal/mol: 500.0
Highest occupied orbital energy in eV: -8.8
Molecular weight in g/mol: 409.4